Density functional theory data (wB97M-V/def2-TZVPD) for C40H47LuN10O7S as an isolated structure.

Geometry as ORCA input:
```
! RIJCOSX wB97M-V def2-TZVPD def2/J DEFGRID3
* xyz -2 1
Lu 0.660 0.783 -0.393
S 3.476 -0.103 -0.646
O -3.193 -1.058 0.739
O -2.316 3.331 -0.627
O 0.872 -2.098 -3.303
O 1.680 -1.865 2.928
O 0.863 -4.247 -3.658
O 1.300 -0.364 1.329
O -1.245 -0.071 0.323
N 4.834 2.096 0.250
N -3.230 -2.529 3.137
N -0.172 2.846 -1.122
N -0.485 0.280 -2.473
N 0.944 -3.268 -2.894
N 2.373 2.158 0.547
N 2.738 2.546 -0.860
N -0.805 3.467 -3.920
N 1.920 1.993 -1.841
N 1.247 2.300 -4.509
C -5.775 -3.462 2.540
C -0.979 -0.610 5.271
C -1.373 3.300 -1.426
C 1.353 -5.048 0.302
C -3.515 -5.446 0.219
C 0.187 2.461 -3.519
C 2.607 2.544 2.924
C -1.223 -0.832 -2.508
C 1.315 -2.672 0.734
C 1.205 -4.820 -1.050
C -0.841 0.301 3.064
C -0.457 0.324 4.393
C 3.539 1.615 -0.136
C -2.099 -1.140 -3.533
C -4.563 -4.000 1.825
C -1.877 -1.549 4.808
C -2.293 -4.838 0.451
C 1.152 -2.431 -0.620
C -2.184 -3.832 1.387
C 6.248 1.860 2.250
C -0.622 1.159 -3.460
C -2.107 -0.598 1.088
C 3.470 4.314 1.316
C 5.660 1.173 1.017
C -0.479 4.466 -4.898
C -2.225 -0.240 -4.577
C -3.311 -3.417 2.095
C 1.042 3.910 1.524
C 1.411 -3.984 1.188
C 1.102 -3.504 -1.515
C -5.977 -5.683 0.588
C -2.251 -1.590 3.464
C -4.656 -5.025 0.892
C 1.444 -1.541 1.765
C -1.636 3.925 -2.823
C 1.393 4.341 -2.369
C -1.725 -0.651 2.571
C 0.838 2.907 -2.174
C -1.488 0.925 -4.530
C 2.415 3.223 1.561
H 2.128 4.546 -1.594
H 0.599 5.075 -2.294
H -1.151 -1.497 -1.655
H -0.462 1.044 2.370
H -2.889 -0.443 -5.409
H 1.011 1.541 -5.143
H -1.414 -5.165 -0.086
H 4.474 3.940 1.474
H 0.940 4.497 0.612
H -5.828 -6.523 -0.088
H -2.691 3.734 -3.074
H 3.366 1.772 2.858
H 0.361 4.111 -5.489
H 1.103 -1.414 -1.022
H 1.534 -4.139 2.250
H 5.039 0.325 1.311
H 0.258 1.056 4.745
H 6.478 0.781 0.401
H -2.674 -2.054 -3.505
H 0.920 4.566 2.386
H 3.282 5.164 1.973
H -0.217 5.448 -4.469
H 5.457 2.267 2.872
H -1.588 1.678 -5.294
H 3.408 4.646 0.282
H -3.956 -2.609 3.831
H -1.342 4.621 -5.562
H 1.430 -6.062 0.674
H -1.233 -3.361 1.584
H 2.063 2.003 -3.970
H -5.735 -2.373 2.546
H -6.694 -3.763 2.046
H -1.541 5.014 -2.676
H -3.591 -6.247 -0.504
H -0.701 -0.600 6.318
H -2.295 -2.293 5.478
H -5.819 -3.815 3.576
H 1.685 2.057 3.226
H 5.316 2.426 -0.577
H 6.904 2.676 1.952
H -6.460 -6.051 1.494
H 0.239 3.167 1.512
H -6.653 -4.973 0.110
H 6.818 1.146 2.841
H 1.880 4.406 -3.338
H 1.165 -5.633 -1.761
H 2.891 3.275 3.681
*
```

Properties
HOMO-LUMO gap	5.4	eV
lowest unoccupied orbital energy	3.60	eV
E_HOMO	-1.82	eV

Here are the Mulliken charges for atoms 1 to 5, given in e: number 1, Lu, carries 1.65; number 2, S, carries -0.41; number 3, O, carries -0.77; number 4, O, carries -0.85; number 5, O, carries -0.53